Version P
Formula: FeH12O6
Source: the OMol25 dataset
Level of theory: wB97M-V/def2-TZVPD

Atoms and positions in Å:
Fe -0.1967 0.1377 -0.1263
O 0.3771 2.0607 0.6534
H 0.8199 2.0886 1.5367
H 1.1124 2.5503 0.1323
O 1.1439 0.6166 -1.7034
H 1.5382 0.1336 -2.4072
H 1.7652 1.3229 -1.5159
O -1.3163 -0.1197 1.6957
H -1.1183 -0.6611 2.4929
H -2.1758 -0.4793 1.4027
O -0.4168 -1.8350 -0.5269
H -0.5970 -2.4730 -1.2398
H -0.0174 -2.3565 0.1369
O -1.8161 0.5155 -1.3241
H -1.8889 0.3580 -2.3029
H -2.5852 0.0246 -0.9878
O 1.4743 -0.5106 1.1524
H 2.1623 -1.1198 0.9151
H 1.7351 -0.2536 2.0162

- HOMO (alpha / beta) (eV) = -18.99 / -17.42
- 2S+1 = 5
- charge = +2
- HOMO-LUMO gap (alpha / beta) (eV) = 11.7 / 10.1

Version Q
Formula: FeH12O6
Source: the OMol25 dataset
Level of theory: wB97M-V/def2-TZVPD

Atoms and positions in Å:
Fe -0.0083 0.0389 0.0221
O 0.1741 -1.4611 1.4948
H -0.0091 -1.2866 2.4335
H -0.0085 -2.4070 1.3660
O 0.8904 -1.2505 -1.4313
H 0.5673 -1.1988 -2.3482
H 1.4817 -2.0223 -1.4093
O -1.0172 1.3680 1.3543
H -0.6346 2.1291 1.8215
H -1.7977 1.1115 1.8730
O 1.9112 0.6949 0.5626
H 2.6402 0.1350 0.2480
H 2.3404 1.4107 1.0590
O -0.1248 1.5918 -1.3955
H 0.7140 1.8213 -1.8326
H -0.7030 2.3634 -1.5169
O -1.8615 -0.7985 -0.5861
H -2.8220 -0.6517 -0.5798
H -1.7328 -1.5880 -1.1351

- HOMO (alpha / beta) (eV) = -18.92 / -17.26
- 2S+1 = 5
- charge = +2
- HOMO-LUMO gap (alpha / beta) (eV) = 11.9 / 10.2

version Q wins, 0.0359 hartree ahead of the next structure.

Version P
Formula: C6H6N
Source: the OMol25 dataset
Level of theory: wB97M-V/def2-TZVPD

Atoms and positions in Å:
C -2.0656 1.0113 -0.4027
C -1.8489 -0.3911 -0.0587
C 1.9515 -0.6282 0.3662
C -1.0148 -1.3290 0.2233
C 1.4914 0.2440 -0.5140
C 0.2178 0.9352 -0.1003
N -0.8555 1.3847 -0.8201
H -3.0422 1.3791 -0.2238
H 2.7503 -1.3423 -0.0042
H 1.9103 -0.3492 1.3750
H -1.5086 -2.1979 0.8316
H 1.7528 0.0879 -1.5807
H 0.2615 1.1956 0.9084

- HOMO (eV) = -15.24
- structure (SMILES) = C#CC=[N+]=CC=C
- 2S+1 = 1
- charge = +1
- HOMO-LUMO gap (eV) = 8.9

Version Q
Formula: C6H6N
Source: the OMol25 dataset
Level of theory: wB97M-V/def2-TZVPD

Atoms and positions in Å:
C 0.8442 -0.1852 -1.8983
C 1.0155 0.9817 -2.4960
C -0.0774 1.1328 0.7944
C -1.4104 0.3877 0.3716
C 0.9765 -1.2225 -1.1297
C -0.2621 -0.3005 0.8892
N 0.6909 -1.3808 0.3352
H 0.6506 1.5172 0.0102
H -0.1257 1.6649 1.6870
H -2.4615 0.4398 0.8123
H -1.7520 0.5013 -0.6336
H 0.4063 -2.3698 0.4543
H 1.5051 -1.1666 0.8034

- HOMO (alpha / beta) (eV) = -14.57 / -14.37
- 2S+1 = 1
- charge = +1
- HOMO-LUMO gap (alpha / beta) (eV) = 7.7 / 7.4

Version R
Formula: C6H6N
Source: the OMol25 dataset
Level of theory: wB97M-V/def2-TZVPD

Atoms and positions in Å:
C 1.3475 0.8994 -3.2697
C 1.1740 0.9359 -2.0786
C 0.8754 0.5809 -0.8095
C 1.0685 0.4332 0.5797
C -0.4708 0.4586 -0.1454
C -0.7791 -0.8019 2.0528
N -0.0864 -0.5458 0.7672
H 1.2630 1.0569 -4.3272
H -1.4077 1.0248 -0.0568
H -1.7564 -1.3050 1.7999
H -0.2049 -1.3494 2.7277
H -1.1013 0.0431 2.5978
H 0.0781 -1.4306 0.1622

- HOMO (alpha / beta) (eV) = -14.18 / -14.18
- structure (SMILES) = C#CC1=C2[C@@H]1[N@@H+]2C
- 2S+1 = 1
- charge = +1
- HOMO-LUMO gap (alpha / beta) (eV) = 8.4 / 8.4

Version S
Formula: C6H6N
Source: the OMol25 dataset
Level of theory: wB97M-V/def2-TZVPD

Atoms and positions in Å:
C -3.0945 0.3820 0.0975
C -0.6539 -1.1239 0.6696
C 0.2097 -1.1202 -0.4727
C 0.6909 0.3733 -0.4734
C -1.9872 0.5955 -0.3108
C -0.7003 0.1857 -0.0057
N 1.8607 0.3625 0.4484
H -4.1189 0.2854 0.3231
H 0.2308 -1.8793 -1.3097
H 1.0457 0.8856 -1.2783
H 2.5044 -0.4346 0.3946
H 1.5734 0.3298 1.3721
H 2.4392 1.1583 0.5454

- HOMO (eV) = -13.47
- 2S+1 = 1
- charge = +1
- HOMO-LUMO gap (eV) = 9.5

version P wins, 0.0072 hartree ahead of the next structure.

Version P
Formula: C4H11N2
Source: the OMol25 dataset
Level of theory: wB97M-V/def2-TZVPD

Atoms and positions in Å:
C 0.7986 -1.4326 -0.0918
C -1.8742 -0.4845 -0.1772
C -0.2740 2.2005 -0.0024
C -0.4281 -0.2316 -0.0924
N 2.0106 -0.8129 0.4798
N 0.1897 0.8868 -0.1515
H 0.9923 -1.5391 -1.1208
H -2.2493 -0.9944 0.6694
H -2.6501 0.2730 -0.3530
H -1.9388 -1.3509 -0.9209
H -1.3619 2.1026 0.4097
H 0.5272 2.5406 0.6706
H -0.3443 2.7548 -0.9709
H 0.6919 -2.5368 0.2761
H 2.8259 -1.3524 0.2456
H 1.9039 -0.8654 1.5117
H 1.1805 0.8423 -0.3819

- HOMO (eV) = -14.44
- structure (SMILES) = C/[NH+]=C(\C)CN
- 2S+1 = 1
- charge = +1
- HOMO-LUMO gap (eV) = 10.4

Version Q
Formula: C4H11N2
Source: the OMol25 dataset
Level of theory: wB97M-V/def2-TZVPD

Atoms and positions in Å:
C -1.9204 0.4586 -0.8647
C -0.6520 1.2685 -0.6901
C 0.1264 1.0835 0.6327
N 0.4850 -0.3302 1.0232
C 1.4797 -0.9185 0.4119
N 1.6990 -2.2009 0.1941
H -2.5819 0.6545 -1.7969
H -1.7541 -0.6287 -0.8004
H -2.6405 0.5884 -0.0301
H -0.0604 0.8137 -1.5291
H -0.7455 2.3333 -0.8700
H 1.0206 1.6106 0.4711
H -0.6364 1.4725 1.4797
H 0.2514 -0.5542 2.0156
H 2.3033 -0.1556 0.2292
H 2.4025 -2.4542 -0.4947
H 1.2234 -3.0414 0.6185

- HOMO (eV) = -14.86
- structure (SMILES) = CCCNC=[NH2+]
- 2S+1 = 1
- charge = +1
- HOMO-LUMO gap (eV) = 10.2

Version R
Formula: C4H11N2
Source: the OMol25 dataset
Level of theory: wB97M-V/def2-TZVPD

Atoms and positions in Å:
C -0.0020 2.2014 -0.8260
C 0.7789 0.8915 -0.6425
C 0.1635 -0.1297 0.2731
C 0.8005 -1.1990 0.7215
N 0.0687 -2.3579 1.1475
N -1.2924 -0.3902 0.0801
H -1.0483 1.9708 -1.0698
H -0.0386 2.8810 0.0205
H 0.3142 2.6887 -1.7479
H 1.7734 1.1338 -0.2672
H 0.9032 0.4534 -1.6199
H 1.8752 -1.2633 0.8370
H 0.6018 -3.1840 0.8984
H -0.0468 -2.3934 2.1556
H -1.4896 -0.0566 -0.8669
H -1.8820 0.1536 0.7116
H -1.4796 -1.4001 0.1949

- HOMO (eV) = -14.24
- structure (SMILES) = CC/C([NH3+])=C/N
- 2S+1 = 1
- charge = +1
- HOMO-LUMO gap (eV) = 10.8

version R wins, 0.0218 hartree ahead of the next structure.

Version P
Formula: C4H11N2
Source: the OMol25 dataset
Level of theory: wB97M-V/def2-TZVPD

Atoms and positions in Å:
C 0.9759 1.2252 0.0398
C -0.6074 1.1454 -0.1302
C 1.1606 -0.1817 -0.3622
C -1.8981 -0.9498 0.0428
N 2.0967 -1.0468 0.0405
N -0.8145 -0.1729 0.5864
H 1.4388 2.0692 -0.5707
H 1.2114 1.5218 1.0377
H -1.2257 2.0024 0.3420
H -0.7641 0.9987 -1.1273
H 0.7378 -0.4880 -1.2845
H -1.9018 -1.9705 0.3085
H -2.8569 -0.5371 0.3480
H -1.8447 -0.8799 -1.0445
H 2.6921 -0.9281 0.8515
H 2.5146 -1.7645 -0.6165
H -0.9144 -0.0432 1.5387

- HOMO (eV) = -14.02
- structure (SMILES) = CNCCC=[NH2+]
- 2S+1 = 1
- charge = +1
- HOMO-LUMO gap (eV) = 10.0

Version Q
Formula: C4H11N2
Source: the OMol25 dataset
Level of theory: wB97M-V/def2-TZVPD

Atoms and positions in Å:
C -1.7170 -0.2135 0.1777
C -0.7589 0.5353 -0.6682
C 1.5880 1.0558 -1.2863
C 1.0639 -1.4996 0.3429
N 0.4894 0.4142 -0.5791
N -1.8974 0.5288 1.4495
H -2.7114 -0.4580 -0.3066
H -1.3984 -1.0614 0.6158
H -1.1960 1.4917 -1.0743
H 1.4736 1.0596 -2.4668
H 1.5689 2.0364 -1.0114
H 2.5741 0.5839 -0.9127
H 0.2764 -2.1388 -0.1534
H 2.1841 -1.7076 0.2143
H 0.9366 -1.2248 1.4513
H -2.2459 0.0117 2.2694
H -2.5826 1.2665 1.2670

- HOMO (eV) = -13.71
- 2S+1 = 1
- charge = +1
- HOMO-LUMO gap (eV) = 8.3

version P wins, 0.1040 hartree ahead of the next structure.

Version P
Formula: C4H11N2
Source: the OMol25 dataset
Level of theory: wB97M-V/def2-TZVPD

Atoms and positions in Å:
C -0.9233 -0.0667 0.9992
C -0.5636 -2.2949 -0.8667
C -0.0432 1.9893 -0.0989
C 1.4353 0.1387 0.1166
N -1.0147 -0.2728 -0.3617
N 0.0788 0.6035 0.0831
H -1.6713 0.4842 1.3581
H -0.3545 -0.6603 1.6949
H -1.1937 -2.6789 -0.1121
H -0.8866 -2.3030 -1.9683
H 0.4985 -2.3094 -0.7177
H -0.7383 2.2907 -0.9267
H -0.5074 2.5004 0.8109
H 0.7781 2.6335 -0.3653
H 1.2516 -0.7859 0.4634
H 1.8893 -0.0150 -0.8709
H 1.9648 0.7467 0.7621

- HOMO (eV) = -14.61
- 2S+1 = 1
- charge = +1
- HOMO-LUMO gap (eV) = 10.1

Version Q
Formula: C4H11N2
Source: the OMol25 dataset
Level of theory: wB97M-V/def2-TZVPD

Atoms and positions in Å:
C -2.6167 0.1777 -0.3593
C 3.1118 0.5509 0.1930
C -1.9643 -1.0479 -0.5971
C 2.1896 -0.5748 0.0322
N -2.6231 0.7103 0.8631
N 0.9603 -0.3788 -0.1679
H -2.9834 0.8589 -1.1046
H 2.7391 1.6418 0.2014
H 3.7332 0.4667 -0.7229
H 3.9611 0.5597 0.9776
H -2.1792 -1.6102 -1.4544
H -2.0563 -1.5010 0.3728
H 2.5897 -1.6054 0.0677
H -2.8954 1.6864 0.9644
H -1.9527 0.2010 1.5479
H -0.8140 -0.8334 -0.6139
H 0.8004 0.6982 -0.2001

- HOMO (eV) = -13.86
- 2S+1 = 1
- charge = +1
- HOMO-LUMO gap (eV) = 9.2

Version R
Formula: C4H11N2
Source: the OMol25 dataset
Level of theory: wB97M-V/def2-TZVPD

Atoms and positions in Å:
C 2.2117 -0.0725 0.4385
C 1.1390 0.8628 -0.2058
C -0.1405 0.5323 1.1404
N -0.4266 0.5975 -0.1297
H 3.1360 0.1784 -0.0728
H 2.3482 0.0855 1.5102
H 1.9922 -1.1183 0.2477
H 1.3122 0.7273 -1.2689
H 1.3362 1.9063 0.0153
H -0.0821 -0.4048 1.6808
H -0.1625 1.4618 1.7012
C -0.8161 -0.7176 -0.7565
N -2.1999 -1.0255 -0.5370
H -0.2060 -1.5287 -0.3634
H -0.6316 -0.5958 -1.8234
H -2.7720 -0.1870 -0.5487
H -2.3425 -1.4520 0.3715

- HOMO (eV) = -14.42
- 2S+1 = 1
- charge = +1
- HOMO-LUMO gap (eV) = 8.7

version Q wins, 0.0572 hartree ahead of the next structure.